A gas-phase ion, C4H5O3 (charge -1). Source: the OMol25 dataset; level of theory: ωB97M-V/def2-TZVPD.

net charge = -1
frontier orbital gap = 8.04 eV
energy above the lowest of the compared OMol25 structures with the same formula, charge and spin = 15.5 kcal per mole
structure (SMILES) = O=CCCC(=O)[O-]
E = -381.1760 Ha
HOMO energy = -0.1506 Ha

Geometry (Å):
1 O 2.02686 0.22304 1.72973
2 C 0.94370 0.69868 1.33675
3 O 0.40708 1.80538 1.38435
4 C 0.04919 -0.42829 0.73639
5 C -0.85423 0.01333 -0.37917
6 C -0.30735 -0.25411 -1.76532
7 O -0.70924 -0.96998 -2.60890
8 H -0.41464 -0.84428 1.62911
9 H 0.82494 -1.26075 0.41825
10 H -1.81366 -0.56327 -0.28502
11 H -0.84398 1.15149 -0.19996
12 H 0.69135 0.42876 -1.99624

Results of the natural (NBO) charge analysis, in e, for atoms 1 through 5: O -0.78; C 0.77; O -0.77; C -0.53; C -0.57